No. 1
# C40H34BBr2CeN12O5S3

C40H34BBr2CeN12O5S3 as an isolated structure at a distorted geometry (the ωB97M-V functional and the def2-TZVPD basis, the OMol25 dataset).

Properties
Frontier orbital gap (alpha / beta) (eV): 5.492 / 5.471
LUMO level (alpha / beta) (eV): 0.3331 / 0.3124

ORCA input file:
```
! wB97M-V def2-TZVPD RIJCOSX def2/J DEFGRID3
* xyz -1 1
Ce -0.05 0.19 -0.65
C -1.68 -3.23 0.00
C -1.39 -2.51 1.27
C -1.71 -2.92 2.57
C -1.25 -1.91 3.40
C -1.34 -1.82 4.88
N -0.69 -0.97 2.62
N -0.77 -1.33 1.31
B 0.01 0.32 3.07
N -0.76 1.55 2.58
N -1.11 1.74 1.28
C -1.89 2.83 1.24
C -2.52 3.38 0.02
C -2.03 3.35 2.54
C -1.30 2.51 3.35
C -1.12 2.60 4.83
N 1.46 0.34 2.54
N 1.76 0.32 1.22
C 3.09 0.38 1.12
C 3.85 0.38 -0.16
C 3.65 0.44 2.41
C 2.58 0.41 3.28
C 2.60 0.47 4.77
H -1.84 -4.29 0.20
H -0.85 -3.11 -0.70
H -2.58 -2.82 -0.47
H -2.20 -3.83 2.87
H -1.85 -2.69 5.28
H -1.88 -0.93 5.19
H -0.34 -1.78 5.33
H 0.04 0.35 4.26
H -2.70 2.59 -0.71
H -1.88 4.15 -0.44
H -3.47 3.85 0.27
H -2.59 4.22 2.83
H -1.61 3.50 5.20
H -0.07 2.65 5.10
H -1.56 1.74 5.34
H 3.21 0.66 -0.99
H 4.26 -0.61 -0.37
H 4.69 1.08 -0.10
H 4.70 0.50 2.66
H 3.64 0.50 5.12
H 2.12 -0.41 5.21
H 2.08 1.35 5.14
Br 3.23 7.06 -0.58
C 2.26 5.42 -0.51
C 2.41 4.58 0.58
C 1.67 3.41 0.56
N 0.82 3.08 -0.40
C 0.68 3.91 -1.44
C 1.41 5.09 -1.54
C -0.30 3.53 -2.48
C -0.72 4.46 -3.44
C -1.62 4.06 -4.40
Br -2.25 5.31 -5.68
C -2.10 2.76 -4.41
C -1.66 1.93 -3.39
N -0.81 2.29 -2.44
H 3.09 4.81 1.39
H 1.75 2.72 1.39
H 1.34 5.73 -2.40
H -0.37 5.48 -3.43
H -2.80 2.41 -5.15
H -2.03 0.92 -3.34
S -3.05 0.00 -0.73
C -3.64 -0.66 -2.22
C -5.00 -0.56 -2.49
C -5.57 -1.07 -3.65
C -6.97 -0.96 -3.89
N -8.10 -0.87 -4.09
C -4.74 -1.73 -4.59
C -3.38 -1.82 -4.33
C -2.80 -1.29 -3.17
S -1.07 -1.42 -2.99
C -5.29 -2.27 -5.78
N -5.73 -2.72 -6.74
H -5.64 -0.07 -1.77
H -2.74 -2.31 -5.05
O 3.15 0.63 -4.13
S 1.91 0.12 -3.54
N 1.48 0.86 -2.30
O 2.83 -2.07 -2.52
C 2.28 -2.40 -1.46
O 1.31 -1.87 -0.85
C 2.88 -3.62 -0.79
C 2.22 -4.22 0.28
C 2.74 -5.35 0.88
C 3.94 -5.88 0.40
C 4.61 -5.28 -0.66
C 4.07 -4.16 -1.25
N 4.49 -7.06 1.02
O 5.55 -7.50 0.61
O 3.87 -7.58 1.94
H 1.29 -3.78 0.62
H 2.24 -5.84 1.70
H 5.54 -5.71 -1.00
H 4.57 -3.68 -2.09
*
```



No. 2
# C13H13Cl2F6LiN2O2SSb

C13H13Cl2F6LiN2O2SSb as an isolated structure (the ωB97M-V functional and the def2-TZVPD basis, the OMol25 dataset).

Properties
Energy relative to the best compared isomer or geometry (same formula, charge and spin) (kcal per mole): 21.7
Frontier orbital gap (eV): 6.499
LUMO level (eV): 2.4274

ORCA input file:
```
! wB97M-V def2-TZVPD RIJCOSX def2/J DEFGRID3
* xyz -1 1
Li 0.32 0.81 -0.40
Cl 0.39 -2.70 -0.76
C -0.14 -2.83 -2.42
C -0.17 -4.10 -2.96
C -0.59 -4.27 -4.27
C -0.97 -3.16 -5.01
C -0.92 -1.91 -4.44
Cl -1.41 -0.58 -5.45
C -0.50 -1.65 -3.11
S -0.47 -0.06 -2.48
H 0.13 -4.93 -2.35
H -0.63 -5.26 -4.71
H -1.30 -3.25 -6.03
F 1.42 2.34 -0.25
Sb 0.64 3.96 -1.04
F 0.23 4.59 0.70
F -0.92 2.84 -0.94
F 1.06 3.28 -2.73
F -0.25 5.42 -1.82
F 2.31 4.82 -0.93
O 0.90 1.73 3.22
N -0.33 1.41 3.09
C -0.84 0.34 3.75
C -2.15 -0.05 3.57
C -2.96 0.64 2.69
C -2.42 1.73 2.02
C -1.12 2.10 2.23
H -0.13 -0.14 4.40
H -2.51 -0.91 4.12
H -3.99 0.33 2.52
H -3.00 2.30 1.30
H -0.62 2.93 1.75
C 2.20 -1.56 2.44
C 1.90 -0.41 1.51
N 2.90 0.42 1.24
O 0.77 -0.30 1.04
H 3.24 -1.60 2.75
H 1.94 -2.49 1.92
H 1.56 -1.47 3.31
H 3.75 0.35 1.76
H 2.69 1.31 0.79
*
```



No. 3
# C16H20N4

A 4-piece molecular cluster, C16H20N4 overall at a distorted geometry (the ωB97M-V functional and the def2-TZVPD basis, the OMol25 dataset).

Properties
Energy relative to the best compared isomer or geometry (same formula, charge and spin) (kcal per mole): 0.0
Frontier orbital gap (alpha / beta) (eV): 2.373 / 8.406
LUMO level (alpha / beta) (eV): 3.1650 / 3.0358

ORCA input file:
```
! wB97M-V def2-TZVPD RIJCOSX def2/J DEFGRID3
* xyz -1 2
N 10.65 13.51 -4.94
C 10.07 12.35 -4.62
C 9.32 11.84 -5.58
C 9.42 12.76 -6.67
C 10.31 13.80 -6.28
H 11.23 14.10 -4.36
H 10.30 11.93 -3.65
H 8.73 10.93 -5.56
H 9.01 12.62 -7.66
H 10.60 14.69 -6.81
N 10.65 16.23 -2.51
C 11.02 16.52 -3.78
C 12.24 15.86 -3.99
C 12.58 15.13 -2.78
C 11.57 15.44 -1.87
H 9.92 16.60 -1.91
H 10.36 17.15 -4.35
H 12.92 15.97 -4.82
H 13.45 14.50 -2.62
H 11.41 15.22 -0.83
N 13.47 18.36 -2.86
C 13.99 19.43 -3.51
C 14.77 20.13 -2.63
C 14.85 19.47 -1.35
C 13.92 18.39 -1.54
H 12.85 17.64 -3.22
H 13.76 19.63 -4.55
H 15.38 20.99 -2.84
H 15.45 19.74 -0.50
H 13.54 17.66 -0.84
N 8.21 18.65 -1.27
C 9.51 19.08 -1.19
C 10.21 18.34 -0.26
C 9.22 17.52 0.35
C 7.97 17.71 -0.29
H 7.61 19.16 -1.90
H 9.81 19.88 -1.85
H 11.24 18.48 0.01
H 9.41 16.88 1.20
H 6.96 17.33 -0.22
*
```



No. 4
# C35H105N21O14

A 14-piece molecular cluster, C35H105N21O14 overall at a distorted geometry (the ωB97M-V functional and the def2-TZVPD basis, the OMol25 dataset).

Properties
Energy relative to the best compared isomer or geometry (same formula, charge and spin) (kcal per mole): 147.9
Frontier orbital gap (eV): 8.784
LUMO level (eV): 0.1000

ORCA input file:
```
! wB97M-V def2-TZVPD RIJCOSX def2/J DEFGRID3
* xyz 0 1
C 2.24 -3.76 4.87
O 2.13 -4.86 4.48
N 1.72 -2.62 4.32
N 2.92 -3.53 5.96
H 1.11 -2.90 3.57
H 1.79 -1.68 4.68
H 3.14 -4.43 6.36
H 3.31 -2.61 6.09
C 3.58 2.83 -0.88
O 2.73 3.61 -0.38
N 4.45 3.15 -1.73
N 3.75 1.55 -0.56
H 5.06 2.49 -2.19
H 4.46 4.10 -2.07
H 4.13 0.88 -1.22
H 3.12 1.20 0.15
C 2.63 3.62 4.89
O 2.19 4.68 5.09
N 2.03 2.78 4.10
N 3.76 3.22 5.37
H 2.61 2.12 3.60
H 1.08 2.96 3.81
H 4.37 3.84 5.88
H 4.17 2.46 4.83
C 2.41 -6.40 0.73
O 1.36 -6.86 0.43
N 3.54 -7.03 0.53
N 2.68 -5.12 0.89
H 4.33 -6.46 0.77
H 3.58 -8.04 0.43
H 1.81 -4.63 1.03
H 3.59 -4.94 1.29
C -1.35 -3.83 2.10
O -1.05 -3.21 3.10
N -2.06 -3.31 1.16
N -0.99 -5.09 1.94
H -2.70 -2.59 1.45
H -2.34 -4.04 0.51
H -0.40 -5.45 2.67
H -1.23 -5.51 1.05
C -4.19 -1.36 2.96
O -3.87 -1.45 1.82
N -4.93 -0.45 3.48
N -3.77 -2.26 3.87
H -5.01 -0.56 4.48
H -5.30 0.30 2.92
H -3.93 -2.25 4.87
H -3.43 -3.13 3.50
C -1.26 4.77 -2.45
O -1.77 5.17 -3.43
N -1.71 4.98 -1.25
N -0.19 3.99 -2.54
H -2.41 5.66 -0.98
H -1.12 4.53 -0.57
H 0.25 3.71 -1.67
H 0.10 3.72 -3.47
C -0.33 5.96 1.71
C -0.01 4.47 2.05
C -0.88 3.82 3.10
O -0.59 2.56 3.61
C -1.59 2.08 4.46
N 0.05 3.77 0.79
H -1.27 6.12 1.17
H 0.41 6.16 0.93
H -0.17 6.71 2.48
H 1.01 4.41 2.44
H -1.88 3.75 2.66
H -0.93 4.62 3.83
H -1.41 2.37 5.49
H -1.38 1.01 4.38
H -2.62 2.35 4.21
H -0.30 2.82 0.84
H 1.04 3.79 0.56
C 6.21 -3.70 -5.18
C 4.87 -3.11 -5.63
C 3.67 -3.54 -4.82
O 3.89 -3.43 -3.37
C 2.99 -4.16 -2.49
N 4.98 -1.65 -5.56
H 7.06 -3.37 -5.78
H 6.17 -4.79 -5.29
H 6.42 -3.48 -4.14
H 4.86 -3.37 -6.69
H 3.51 -4.59 -5.08
H 2.71 -3.10 -5.08
H 3.16 -5.24 -2.52
H 1.94 -3.90 -2.64
H 3.20 -3.91 -1.45
H 4.04 -1.34 -5.76
H 5.09 -1.32 -4.61
C -0.44 -1.56 -3.24
C -0.61 -0.49 -4.35
C -1.62 -0.69 -5.53
O -0.94 -1.40 -6.61
C -1.24 -2.80 -6.80
N -0.82 0.78 -3.67
H -1.30 -1.78 -2.60
H 0.44 -1.38 -2.63
H -0.16 -2.53 -3.64
H 0.41 -0.49 -4.75
H -1.94 0.22 -6.04
H -2.52 -1.18 -5.14
H -2.12 -2.87 -7.44
H -1.30 -3.30 -5.84
H -0.40 -3.23 -7.35
H -1.82 0.78 -3.57
H -0.64 1.55 -4.30
C -5.53 3.25 0.79
C -5.24 3.10 2.33
C -5.12 4.41 3.07
O -6.33 5.11 2.91
C -6.14 6.45 3.42
N -6.13 2.17 2.94
H -5.07 2.33 0.42
H -5.04 4.15 0.41
H -6.55 3.28 0.42
H -4.29 2.56 2.41
H -4.37 5.05 2.61
H -4.91 4.20 4.12
H -6.99 7.08 3.70
H -5.57 7.00 2.67
H -5.49 6.48 4.29
H -7.03 2.63 2.92
H -6.06 1.84 3.89
C -4.90 0.37 -3.14
C -5.08 1.69 -3.85
C -6.17 2.52 -3.22
O -6.40 3.74 -3.94
C -7.70 4.40 -3.69
N -3.86 2.42 -3.72
H -4.60 0.61 -2.13
H -4.14 -0.30 -3.54
H -5.78 -0.26 -3.00
H -5.34 1.65 -4.91
H -6.13 2.58 -2.13
H -7.10 1.96 -3.28
H -8.40 3.67 -4.08
H -7.81 5.28 -4.32
H -7.80 4.77 -2.68
H -3.80 2.70 -2.75
H -4.01 3.31 -4.17
C 6.56 -5.04 -0.14
C 6.22 -4.51 1.32
C 5.57 -3.12 1.36
O 6.67 -2.19 1.25
C 6.33 -0.79 1.15
N 5.46 -5.53 2.07
H 6.38 -6.06 -0.47
H 7.55 -4.64 -0.37
H 5.87 -4.60 -0.85
H 7.13 -4.47 1.92
H 5.08 -2.94 2.32
H 4.83 -3.04 0.56
H 7.16 -0.12 0.96
H 5.64 -0.50 1.95
H 5.76 -0.77 0.22
H 5.16 -5.19 2.97
H 6.12 -6.25 2.34
C 1.80 -1.70 0.93
C 1.18 -0.26 0.60
C -0.36 -0.28 0.84
O -0.92 0.95 0.50
C -2.08 0.91 -0.31
N 1.96 0.68 1.45
H 1.91 -1.89 2.00
H 2.79 -1.72 0.46
H 1.15 -2.46 0.51
H 1.45 0.01 -0.42
H -0.51 -0.45 1.91
H -0.70 -1.13 0.24
H -2.18 0.14 -1.07
H -2.43 1.86 -0.71
H -2.83 0.65 0.44
H 1.61 0.34 2.33
H 1.55 1.58 1.27
*
```



The records above yield E_tot values of -256353.1342, -79703.1224, -22874.1867, -97952.4688 eV, respectively.